# 1
Density functional theory data (the ωB97M-V functional and the def2-TZVPD basis) for a molecular structure, C7H8Br6Cl6O3 at a distorted geometry.

The geometry in XYZ format:
```
30
Properties=species:S:1:pos:R:3:forces:R:3:lowdin_charge:R:1
Br 2.41872 4.24642 -1.11027 0.4 -0.4 0.8 0.54
Br -2.69719 -4.63471 -1.01810 -0.4 0.4 0.0 0.55
Br -4.51607 -3.45676 1.32878 0.1 0.2 -0.6 0.57
Br 4.96008 2.68051 0.12305 -0.1 -0.1 -0.1 0.57
Br -3.02043 -1.46957 -0.72448 -0.1 -0.1 0.1 0.62
Br 2.93310 4.01793 2.12098 -0.2 -0.2 -0.4 0.55
Cl -0.09533 -2.02282 2.80336 0.2 0.1 -0.6 0.52
Cl 0.36894 0.84254 6.45362 -0.2 0.0 -0.3 0.52
Cl 0.79464 0.49439 1.67421 0.0 -0.5 -0.3 0.55
Cl -1.02729 2.65298 4.59784 0.0 0.1 0.2 0.53
Cl 1.69940 -2.03401 0.46878 0.2 -0.1 0.0 0.58
Cl 1.72443 3.18568 5.49135 -0.3 0.0 -0.1 0.49
O -0.96853 0.48680 -3.77295 0.2 0.1 -0.8 0.07
O -0.76854 1.89836 -2.06096 0.7 -0.8 -0.3 0.15
O 0.13724 -0.16615 -1.96627 1.1 -0.5 -0.2 0.01
C -0.33358 -0.70932 -4.19473 0.3 -0.5 1.1 -0.10
C 0.39428 -1.21532 1.27775 -0.3 0.5 1.0 -1.50
C 3.12319 3.15890 0.39523 -0.2 0.7 -0.5 -1.60
C -3.89723 -3.18695 -0.49938 0.5 0.0 0.4 -1.57
C -0.49357 0.85108 -2.58001 -1.6 1.3 1.1 -0.59
C 0.50977 1.95160 5.08397 0.4 0.1 0.0 -1.56
C 0.26170 -1.26098 -2.87191 -0.7 -0.7 -1.2 -0.14
H -0.47326 -1.20146 0.63866 -0.1 0.0 -0.2 -0.06
H 1.25368 -1.64826 -3.10588 0.4 0.6 0.8 0.13
H 2.51018 2.27004 0.37787 0.1 -0.1 0.1 -0.09
H 0.47538 -0.47921 -4.88431 -0.3 0.0 -0.4 0.13
H 0.86452 1.42533 4.20844 0.2 -0.2 0.2 -0.06
H -1.07456 -1.41317 -4.55911 0.0 0.2 -0.5 0.13
H -0.31501 -2.12264 -2.53398 -0.1 0.2 0.4 0.10
H -4.74868 -3.14121 -1.16158 -0.1 -0.3 0.0 -0.03
```
Positions in Å, forces in eV/Å.

HOMO = -10.10 eV
F_max = 2.33 eV/A

# 2
Density functional theory data (the ωB97M-V functional and the def2-TZVPD basis) for 2 unconnected molecules or ions with the total composition C7H8BrClOSi at a distorted geometry.

The geometry in XYZ format:
```
19
Properties=species:S:1:pos:R:3:forces:R:3:lowdin_charge:R:1
Br -1.02722 -2.71420 -2.54969 -0.1 0.0 -0.1 0.38
Cl -1.67095 0.61666 -3.58628 -0.5 0.3 -0.3 0.38
Si -0.57263 -0.55352 -2.40028 -0.7 -0.2 3.7 -0.25
O 0.95254 -0.34582 -2.84164 -0.4 0.7 -0.2 -0.36
C -2.13259 1.44286 1.66369 0.0 0.0 0.0 -0.10
C -0.46695 -0.71115 1.09435 0.1 -0.1 0.1 -0.14
C -1.42965 0.81646 2.67965 -0.1 0.1 0.2 -0.10
C -0.60634 -0.26180 2.40169 0.0 0.0 0.0 -0.10
C 2.09775 -1.11131 -2.61751 0.7 -0.4 0.2 -0.15
C -1.16848 -0.06485 0.10348 1.1 -0.4 -3.6 -0.13
C -1.99235 1.00742 0.35188 -0.1 0.1 0.0 -0.14
H 0.18128 -1.54591 0.87192 0.1 -0.1 0.0 0.09
H 2.59535 -0.76688 -1.70863 0.1 0.0 -0.1 0.09
H -1.51620 1.17701 3.69489 0.0 0.0 0.1 0.10
H -0.05208 -0.73892 3.19573 0.0 -0.1 0.1 0.10
H -2.51577 1.50967 -0.44823 0.0 0.1 -0.1 0.09
H 1.85495 -2.17255 -2.51256 0.1 0.1 0.0 0.05
H -2.76927 2.28879 1.88080 -0.1 0.0 0.0 0.10
H 2.76027 -0.97241 -3.47464 0.0 -0.1 0.2 0.09
```
Positions in Å, forces in eV/Å.

HOMO = -9.00 eV
F_max = 3.81 eV/A

# 3
Density functional theory data (the ωB97M-V functional and the def2-TZVPD basis) for C7H8BrFO in the gas phase at a distorted geometry.

The geometry in XYZ format:
```
18
Properties=species:S:1:pos:R:3:forces:R:3:lowdin_charge:R:1
Br 2.62542 0.61010 0.71641 0.1 -0.5 -0.6 0.88
F 2.31173 0.98504 -1.87318 0.2 1.1 -1.0 0.00
O -0.35254 1.09227 0.68272 -1.1 1.7 0.2 -0.16
C 0.04493 -1.16077 0.93563 -0.3 -1.1 -1.8 -0.14
C 1.27044 -2.41334 -0.81970 -1.7 -1.1 1.8 -0.09
C 0.41411 -2.48902 0.28525 2.5 3.3 -1.7 -0.04
C -0.34980 -0.12033 0.18233 -1.2 -1.9 -0.8 -0.30
C -0.53555 2.18278 -0.24064 3.0 -2.1 0.2 -0.03
C 2.06643 0.02584 -1.01388 0.7 -1.8 0.6 -0.73
C 1.64267 -1.16758 -1.46647 0.6 1.0 0.0 -0.14
H 1.62264 -3.28410 -1.42602 -0.5 0.4 1.0 0.11
H -1.47413 2.40639 -0.58138 -2.7 0.2 -0.3 0.07
H 1.59167 -1.25340 -2.54772 0.0 0.5 -0.1 0.12
H 0.29405 -3.33539 0.88837 -0.4 -1.5 0.2 0.07
H -0.08309 2.94203 0.29240 0.5 2.1 0.9 0.07
H 0.37850 -1.00253 1.94156 -0.1 0.1 0.4 0.09
H 0.11785 2.02328 -1.09630 0.0 -0.1 -0.3 0.08
H -0.69418 -0.17482 -0.90015 0.5 -0.3 1.5 0.16
```
Positions in Å, forces in eV/Å.

HOMO = -7.66 eV
F_max = 4.45 eV/A
SMILES string = CO/C=C/C=C\C=C(\F)Br

# 4
Density functional theory data (the ωB97M-V functional and the def2-TZVPD basis) for 2 unconnected molecules or ions with the total composition C7H8BrN2O at a distorted geometry.

The geometry in XYZ format:
```
19
Properties=species:S:1:pos:R:3:forces:R:3:lowdin_charge:R:1
Br -2.93334 1.17039 -0.96722 0.8 -0.2 -0.2 0.38
O 0.97499 -0.64892 2.35418 0.2 1.2 0.5 0.03
N 0.56760 1.84089 -1.12640 -1.0 -1.5 -3.8 0.20
N -0.08141 0.89752 -3.27894 -0.3 -0.3 -0.9 0.24
C 0.98806 1.38889 1.18174 0.0 1.8 -0.6 0.07
C 0.78639 -2.03049 2.13897 -0.1 -0.7 -0.4 -0.14
C 0.83686 -0.01966 1.18209 -0.5 -3.7 -0.3 -0.25
C 0.28528 1.33478 -2.14291 0.8 1.1 2.8 -0.11
C 0.52353 -2.14817 0.67539 0.3 0.7 1.4 -0.03
C 0.55770 -0.91391 0.11305 -0.2 1.5 -1.9 -0.03
C 0.87024 2.22504 0.10989 0.6 -0.2 3.0 -0.05
H 1.01109 3.29083 0.22400 0.0 0.0 0.1 0.14
H 1.68756 -2.56887 2.45597 0.0 0.1 0.0 0.16
H 0.33780 -3.09231 0.19917 0.0 -0.2 -0.2 0.10
H -0.04618 -2.38027 2.75954 0.1 0.1 0.0 0.16
H -1.07013 0.75571 -3.46402 0.1 0.0 0.0 0.13
H -4.19512 1.40802 -0.43612 -0.8 0.2 0.2 -0.28
H 0.59268 0.59870 -3.97320 0.0 0.0 0.1 0.16
H 1.21604 1.83097 2.14213 0.0 0.2 0.0 0.14
```
Positions in Å, forces in eV/Å.

HOMO = -11.18 eV
F_max = 4.23 eV/A
Total charge = +1

# 5
Density functional theory data (the ωB97M-V functional and the def2-TZVPD basis) for 2 unconnected molecules or ions with the total composition C7H8BrOP at a distorted geometry.

The geometry in XYZ format:
```
18
Properties=species:S:1:pos:R:3:forces:R:3:lowdin_spin:R:1
Br 3.55141 2.94752 1.51708 0.4 -0.5 -0.1 0.01
P 2.39291 0.02691 -0.61707 -2.8 -0.1 -2.2 1.00
O 3.65165 0.02105 0.09679 3.7 -0.1 1.8 0.54
C -2.61506 -1.09131 -0.79388 1.8 0.5 1.0 0.03
C -0.58155 -1.21610 0.57955 -2.2 1.1 -1.6 0.03
C -0.23586 0.05894 0.11740 -0.6 -0.3 -1.1 0.02
C 1.05461 0.61824 0.54022 -0.2 -0.9 1.4 0.30
C -1.79520 -1.75068 0.14667 -0.3 -0.7 0.1 0.00
C -2.23407 0.15644 -1.28616 1.9 -2.3 1.3 0.00
C -1.01367 0.65157 -0.90667 1.6 3.7 1.9 0.03
H -1.97562 -2.75258 0.59820 -0.5 0.8 -0.8 0.00
H -0.67246 1.78001 -1.11701 -0.8 -2.7 -0.2 0.00
H -2.66241 0.45704 -2.15774 -1.7 1.5 -2.0 0.00
H 1.24712 1.65213 0.74266 -0.4 0.8 -0.5 0.02
H 1.28141 0.11303 1.48557 0.5 0.0 -0.1 0.01
H -0.04439 -1.86595 1.19787 1.3 -0.2 1.1 0.00
H 4.11978 1.65962 1.11517 -0.4 0.6 0.1 0.00
H -3.46862 -1.46587 -1.25865 -1.4 -1.2 -0.1 0.00
```
Positions in Å, forces in eV/Å.

Spin multiplicity = 3
HOMO (alpha / beta) = -7.22 / -9.59 eV
F_max = 4.45 eV/A

# 6
Density functional theory data (the ωB97M-V functional and the def2-TZVPD basis) for C7H8ClNOS in the gas phase at a distorted geometry.

The geometry in XYZ format:
```
19
Properties=species:S:1:pos:R:3:forces:R:3:lowdin_charge:R:1
Cl -1.52423 -3.75483 3.13205 0.1 1.2 -0.1 0.64
S 0.18360 2.80278 -2.14392 0.8 0.5 -1.0 0.73
O 1.38805 1.36076 0.02468 1.1 1.5 -0.1 -0.05
N -0.51627 1.37778 -1.62143 2.0 -2.4 1.1 -0.41
C -1.09084 -2.33395 2.19133 1.0 0.1 -2.7 -0.64
C -0.69326 -1.56649 -0.16317 0.9 -0.9 0.5 -0.05
C -0.08559 -0.43819 0.30457 0.4 1.8 -0.3 -0.19
C -0.13622 -0.14634 1.67950 1.3 -0.1 -0.7 -0.01
C 0.62106 0.50199 -0.63342 -2.2 -0.2 -2.5 -0.37
C -1.10508 -2.45665 0.78713 -2.5 -1.9 0.1 -0.13
C -0.52827 -1.13248 2.58548 -1.4 0.8 2.8 -0.09
H -1.68605 -3.23023 0.29122 0.3 -0.8 0.7 0.10
H -0.63622 -0.88736 3.67849 0.7 -0.2 -1.1 0.13
H 1.63338 1.97434 -0.71170 0.4 0.3 0.9 0.03
H -0.65514 -2.00960 -1.15669 -0.1 1.0 -0.2 0.13
H 1.15518 0.04219 -1.50064 -0.4 -0.3 0.8 0.15
H 0.73649 2.32689 -3.30925 -0.5 0.3 0.5 -0.11
H -1.21915 1.63314 -0.98093 -1.3 0.4 0.8 0.01
H 0.38978 0.78389 1.98096 -0.8 -0.8 0.1 0.13
```
Positions in Å, forces in eV/Å.

HOMO = -8.77 eV
F_max = 3.37 eV/A
SMILES string = O[C@H](NS)c1ccc(Cl)cc1

ΔE to the lowest compared entry with this formula, charge and spin for the records above, in order: 30.0, 87.0, 125.0, 421.0, 0.0, 4.6 kJ/mol